Record 1
Below is a 2-piece molecular cluster, C3H4NO overall, with properties calculated with ωB97M-V with the def2-TZVPD basis set.

CARTESIAN COORDINATES (ANGSTROEM)
C1 -2.0290 0.7557 -0.0644
C2 -0.9787 0.1095 0.1018
C3 -0.0061 -0.8610 0.0777
N1 2.2553 0.5031 -0.3530
O1 3.2126 -0.1602 0.2118
H1 -2.8613 1.4718 0.0514
H2 0.2126 -1.2473 -0.9552
H3 0.6787 -1.0495 0.8465
H4 1.9300 1.1253 0.4775

Output
E = -6707.9051 eV
net charge = -1
spin multiplicity = 1
HOMO-LUMO gap (spin up / spin down) = 6.940 / 5.500 eV
E_HOMO (spin up / spin down) = -2.44 / -1.49 eV
maximum force = 3.02 eV/Å
ΔE to the lowest compared entry with this formula, charge and spin = 2.882 eV

Atomic partial charges in e from the natural (NBO) method, atoms 1 to 2: atom 1 (C): -0.474, atom 2 (C): -0.017



Record 2
Below is a 2-piece molecular cluster, C3H4NO overall, with properties calculated with ωB97M-V with the def2-TZVPD basis set.

CARTESIAN COORDINATES (ANGSTROEM)
C1 -0.4921 1.1345 -0.0608
C2 0.8829 0.7366 -0.0272
C3 -0.2881 -1.0156 -0.2060
N1 -1.1779 0.0333 -0.0747
O1 0.9775 -0.5626 -0.0261
H1 -0.7925 2.1570 -0.0899
H2 1.8943 1.1535 0.0348
H3 -0.3804 -1.7793 1.2167
H4 -0.6236 -1.8574 -0.7669

Output
E = -6701.7907 eV
net charge = +1
spin multiplicity = 1
HOMO-LUMO gap = 9.483 eV
E_HOMO = -17.03 eV
maximum force = 6.90 eV/Å
ΔE to the lowest compared entry with this formula, charge and spin = 2.880 eV

Atomic partial charges in e from the natural (NBO) method, atoms 1 to 2: atom 1 (C): -0.030, atom 2 (C): 0.329



Record 3
Below is C3H4NO as an isolated structure, with properties calculated with ωB97M-V with the def2-TZVPD basis set.

CARTESIAN COORDINATES (ANGSTROEM)
C1 1.9352 0.6470 0.0219
C2 -1.7054 -0.7649 -0.1144
C3 1.1101 -0.3095 -0.1389
N1 -2.2614 0.2452 -0.0326
O1 0.0781 -0.9833 -0.1319
H1 2.2077 0.6715 1.0796
H2 2.6637 1.1477 -0.6589
H3 -1.7326 -1.8633 -0.1374
H4 -2.2954 1.2097 0.1126

Output
E = -6702.3024 eV
net charge = +1
spin multiplicity = 1
HOMO-LUMO gap = 10.247 eV
E_HOMO = -15.12 eV
maximum force = 4.62 eV/Å
ΔE to the lowest compared entry with this formula, charge and spin = 2.368 eV

Atomic partial charges in e from the natural (NBO) method, atoms 1 to 2: atom 1 (C): -0.617, atom 2 (C): 0.488



Record 4
Below is an isolated ion of composition C3H4NO and charge +1, with properties calculated with ωB97M-V with the def2-TZVPD basis set.

CARTESIAN COORDINATES (ANGSTROEM)
C1 -0.7855 -1.1576 0.1923
C2 -1.7298 -0.3162 0.0413
C3 0.0931 1.0524 0.1358
N1 0.4291 -1.1008 -0.2041
O1 -1.1141 0.8314 -0.2043
H1 0.4910 0.9222 1.1803
H2 0.6282 1.9468 -0.3481
H3 1.2465 -1.0305 0.4126
H4 0.7415 -1.1477 -1.2058

Output
E = -6698.1042 eV
net charge = +1
spin multiplicity = 1
HOMO-LUMO gap (spin up / spin down) = 8.058 / 7.959 eV
E_HOMO (spin up / spin down) = -15.28 / -15.19 eV
maximum force = 4.19 eV/Å
ΔE to the lowest compared entry with this formula, charge and spin = 6.566 eV

Atomic partial charges in e from the natural (NBO) method, atoms 1 to 2: atom 1 (C): 0.279, atom 2 (C): 0.193



Record 5
Below is a 2-piece molecular cluster, C3H4NO2 overall, with properties calculated with ωB97M-V with the def2-TZVPD basis set.

CARTESIAN COORDINATES (ANGSTROEM)
C1 0.2215 -0.5399 -0.1109
C2 -0.7667 -2.3597 0.1826
C3 0.2308 1.7379 -0.0468
N1 -0.2897 0.5037 0.4320
O1 -0.8503 -2.7309 -0.9466
O2 -0.9156 -2.5209 1.3335
H1 1.1606 -0.4373 -0.7845
H2 -0.4939 2.6278 0.0076
H3 0.9554 1.6733 -0.8696
H4 0.7478 2.0458 0.8027

Output
E = -8759.8799 eV
net charge = -1
spin multiplicity = 1
HOMO-LUMO gap = 6.928 eV
E_HOMO = -2.65 eV
maximum force = 4.19 eV/Å
ΔE to the lowest compared entry with this formula, charge and spin = 2.531 eV

Atomic partial charges in e from the natural (NBO) method, atoms 1 to 2: atom 1 (C): -0.167, atom 2 (C): 0.943



Record 6
Below is an isolated ion of composition C3H4NO2 and charge -1, with properties calculated with ωB97M-V with the def2-TZVPD basis set.

CARTESIAN COORDINATES (ANGSTROEM)
O1 -2.1711 -0.7326 -0.1652
C1 -1.2115 -0.0683 0.0501
C2 -0.3042 0.9206 -0.4405
C3 0.1214 0.0693 0.7646
N1 1.0546 -0.9795 0.4544
O2 1.9397 -0.6314 -0.5634
H1 0.1855 0.6138 -1.4261
H2 -0.3984 1.9961 -0.2656
H3 0.1810 0.6355 1.6537
H4 0.6030 -1.8234 -0.0619

Output
E = -8756.9270 eV
net charge = -1
spin multiplicity = 1
HOMO-LUMO gap (spin up / spin down) = 5.754 / 5.753 eV
structure (SMILES) = O=C1C[C@@H]1N[O-]
E_HOMO (spin up / spin down) = -1.61 / -1.61 eV
maximum force = 3.07 eV/Å
ΔE to the lowest compared entry with this formula, charge and spin = 5.484 eV

Atomic partial charges in e from the natural (NBO) method, atoms 1 to 2: atom 1 (O): -0.576, atom 2 (C): 0.576



Record 7
Below is a 2-piece molecular cluster, C3H4NO2 overall, with properties calculated with ωB97M-V with the def2-TZVPD basis set.

CARTESIAN COORDINATES (ANGSTROEM)
C1 -0.4618 -1.3739 -0.0133
C2 -1.0787 1.0646 0.1606
C3 1.9101 0.2320 -0.1109
N1 -0.7554 -0.1620 0.1004
O1 -0.2210 2.0096 -0.0926
O2 2.6724 -0.5425 0.0854
H1 -0.6664 -1.9308 -0.9664
H2 0.0312 -2.1131 0.6874
H3 -2.1323 1.2629 0.4320
H4 0.7017 1.5533 -0.2828

Output
E = -8751.5383 eV
net charge = +1
spin multiplicity = 1
HOMO-LUMO gap = 11.115 eV
E_HOMO = -16.47 eV
maximum force = 1.92 eV/Å
ΔE to the lowest compared entry with this formula, charge and spin = 1.450 eV

Atomic partial charges in e from the natural (NBO) method, atoms 1 to 2: atom 1 (C): 0.105, atom 2 (C): 0.530



Record 8
Below is C3H4NO2P as an isolated structure, with properties calculated with ωB97M-V with the def2-TZVPD basis set.

CARTESIAN COORDINATES (ANGSTROEM)
C1 -1.0088 0.3225 -0.2151
C2 0.1480 0.6041 0.4193
C3 -0.8025 -0.7364 -1.1972
N1 0.5164 -1.1029 -1.2445
O1 -1.6786 -1.1280 -1.9726
O2 1.3040 -0.5527 -0.3337
P1 0.5659 1.8396 1.6522
H1 -2.0325 0.4700 -0.1919
H2 0.8406 -2.0520 -1.3598
H3 1.8835 1.5438 1.7490
H4 0.2639 0.7920 2.6944

Output
E = -18045.1610 eV
spin multiplicity = 1
HOMO-LUMO gap = 8.859 eV
E_HOMO = -8.90 eV
maximum force = 5.95 eV/Å
ΔE to the lowest compared entry with this formula, charge and spin = 3.136 eV

Atomic partial charges in e from the natural (NBO) method, atoms 1 to 2: atom 1 (C): -0.388, atom 2 (C): 0.021